[1]
ORCA calculation (ωB97M-V/def2-TZVPD) on 2 unconnected molecules or ions with the total composition C3H3FO.

Results
Relative energy (zero: lowest compared OMol25 entry of this formula, charge and spin), kJ/mol: 34.8
Orbital gap, eV: 11.2407
Lowest unoccupied orbital energy, Eh: 0.041
HOMO, eV: -10.112
Maximum force, hartree/bohr: 0.0805

```
! wB97M-V def2-TZVPD RIJCOSX def2/J DEFGRID3
* xyz 0 1
F 1.308 -0.524 1.736
O -2.653 0.239 -0.138
C -2.459 -0.648 -0.817
C 0.934 0.640 -0.226
C 0.784 -0.455 0.496
H 0.418 -1.324 0.063
H 0.542 0.513 -1.296
H 1.126 1.560 0.181
*
```

[2]
ORCA calculation (ωB97M-V/def2-TZVPD) on a gas-phase ion, C3H3N2O2 (charge -1).

Results
Relative energy (zero: lowest compared OMol25 entry of this formula, charge and spin), kJ/mol: 197.5
Orbital gap, eV: 6.7350
Lowest unoccupied orbital energy, Eh: 0.163
HOMO, eV: -2.311
Maximum force, hartree/bohr: 0.0567
Structure (SMILES): O=c1[nH][nH]cc1[O-]

```
! wB97M-V def2-TZVPD RIJCOSX def2/J DEFGRID3
* xyz -1 1
O 1.792 1.613 -0.001
O 1.914 -1.615 -0.164
N -0.417 1.224 -0.172
N -1.261 0.050 0.158
C 0.872 0.808 -0.139
C 0.907 -0.867 -0.122
C -0.416 -1.137 -0.009
H -0.521 2.033 0.412
H -0.736 -2.072 0.361
H -2.136 -0.037 -0.325
*
```